1.
{"formula": "CH5BO3S", "method": "ωB97M-V/def2-TZVPD", "homo_lumo_gap_ev": 9.15, "homo_ev": -9.027, "smiles": "OB(O)OCS", "species": ["B", "C", "O", "O", "O", "S", "H", "H", "H", "H", "H"], "xyz": [[-0.93673, 0.14305, -0.45477], [1.07740, -0.80161, 0.49306], [-1.62643, -0.16686, 0.68917], [-1.25975, 1.07002, -1.30593], [0.28686, -0.41759, -0.64321], [2.35593, 0.46794, 0.55098], [0.34509, -0.68323, 1.30971], [1.73948, -1.62274, 0.29720], [-2.48177, 0.27808, 0.76697], [-2.04145, 1.56038, -1.00674], [2.54138, 0.17254, -0.69643]], "forces_ev_per_angstrom": [[1.594, -1.538, 2.075], [-1.262, 2.027, -0.610], [-0.898, -0.001, 0.343], [-1.915, 2.592, -1.967], [0.705, -1.436, -0.309], [0.276, 0.989, 1.568], [1.270, -1.097, 0.426], [-1.074, -1.311, 0.204], [0.334, -0.246, 0.118], [0.291, -0.094, -0.574], [0.679, 0.115, -1.275]], "mulliken_charge": [0.717, -0.322, -0.524, -0.388, -0.512, -0.216, 0.269, 0.308, 0.271, 0.281, 0.115]}


2.
{"formula": "CH5BO4", "method": "ωB97M-V/def2-TZVPD", "homo_lumo_gap_ev": 9.38, "homo_ev": -9.343, "species": ["B", "C", "O", "O", "O", "O", "H", "H", "H", "H", "H"], "xyz": [[-0.74053, 0.19322, 0.11044], [0.82846, 0.25023, -0.11562], [-1.18351, -1.09606, 0.22952], [-1.58715, 1.23308, 0.23204], [1.51075, 1.27494, 0.37274], [1.50853, -0.93186, 0.25240], [0.94026, 0.15073, -1.55394], [-2.16678, -1.32108, 0.21538], [-2.50269, 0.77353, 0.28787], [2.35843, 1.11679, -0.05145], [1.03423, -1.64352, 0.02061]], "forces_ev_per_angstrom": [[0.476, -0.637, 0.437], [-0.906, -2.309, -4.036], [-1.913, -1.317, -0.314], [-2.494, -0.760, -0.133], [0.755, 1.232, -0.140], [2.715, 4.040, 1.692], [-0.602, 0.746, 3.319], [2.111, 0.692, 0.077], [1.972, 1.752, -0.025], [0.724, 0.679, 0.454], [-2.839, -4.118, -1.331]], "mulliken_charge": [0.641, 0.138, -0.611, -0.476, -0.453, -0.506, 0.107, 0.280, 0.280, 0.349, 0.251]}


3.
{"formula": "CH5BrN", "method": "ωB97M-V/def2-TZVPD", "homo_lumo_gap_ev": 8.82, "homo_ev": -15.323, "charge": 1, "species": ["C", "N", "Br", "H", "H", "H", "H", "H"], "xyz": [[-0.38441, -0.72911, -0.15883], [-0.68372, 0.51260, -0.12738], [2.38532, 0.04199, 0.48524], [0.00057, -1.16378, 0.79620], [-0.44042, -1.31086, -1.01039], [1.02523, 0.56937, 0.44389], [-0.97025, 0.94234, -1.02098], [-0.93233, 1.13746, 0.59224]], "forces_ev_per_angstrom": [[0.535, 0.442, 4.004], [-2.158, -0.172, -3.875], [-0.573, 0.366, 0.021], [-0.851, -0.033, -0.918], [0.075, -0.816, -1.939], [2.501, 0.158, 0.415], [0.159, -0.288, 0.284], [0.313, 0.342, 2.008]], "mulliken_charge": [-0.365, -0.198, -0.111, 0.498, 0.271, 0.291, 0.272, 0.343]}


4.
{"formula": "CH5BrN2", "method": "ωB97M-V/def2-TZVPD", "homo_lumo_gap_ev": [8.80, 8.79], "homo_ev": [-8.960, -8.652], "species": ["C", "N", "N", "Br", "H", "H", "H", "H", "H"], "xyz": [[0.06378, -0.46132, -1.36198], [0.48252, 0.90475, 1.97511], [1.30515, 0.27481, 1.06260], [2.45650, 1.55464, 0.33892], [0.19265, 0.33109, -2.09543], [0.59569, -1.31015, -1.74833], [-0.86514, -0.57541, -1.04134], [-0.03657, 0.24009, 2.56325], [-0.15318, 1.64415, 1.52645]], "forces_ev_per_angstrom": [[3.567, 0.757, -2.772], [-0.911, 0.788, -1.418], [-0.645, 0.066, 1.075], [-0.066, 0.137, -0.171], [0.072, 0.487, 0.525], [0.238, -0.596, 0.598], [-3.842, -0.608, 1.841], [0.346, 0.192, -0.736], [1.241, -1.223, 1.059]], "mulliken_charge": [-0.912, -0.372, -0.142, -0.024, 0.302, 0.290, 0.331, 0.251, 0.275]}


5.
{"formula": "CH5Cl2N2PS", "method": "ωB97M-V/def2-TZVPD", "homo_lumo_gap_ev": [7.63, 7.62], "homo_ev": [-9.201, -9.179], "species": ["C", "N", "N", "P", "S", "Cl", "Cl", "H", "H", "H", "H", "H"], "xyz": [[-1.58036, -1.40444, 0.67190], [1.20018, 2.44548, -0.83335], [-0.39103, -0.66093, 0.81430], [0.50127, 0.43920, 0.18443], [1.57290, -0.33343, -1.55016], [1.91869, 0.90357, 1.51697], [0.96973, -2.26796, -1.46119], [-2.37220, -0.76021, 0.52434], [-1.67660, -2.13747, -0.25437], [-1.72279, -1.98832, 1.63955], [0.38231, 2.81082, -1.28798], [1.19791, 2.95369, 0.03557]], "forces_ev_per_angstrom": [[0.460, -3.218, -0.381], [-1.319, -2.846, 1.258], [1.182, 2.084, -0.601], [1.580, -0.106, -1.921], [-0.671, 0.466, 0.616], [0.156, -0.170, 0.710], [0.179, -0.135, -0.089], [-1.991, 1.385, 0.063], [0.759, 1.270, 1.803], [-0.048, 0.616, -1.334], [-0.611, 0.193, -0.679], [0.324, 0.460, 0.555]], "mulliken_charge": [-0.596, -0.658, -0.220, 0.591, -0.012, -0.177, -0.150, 0.293, 0.204, 0.249, 0.228, 0.248]}


6.
{"formula": "CH5ClN2", "method": "ωB97M-V/def2-TZVPD", "homo_lumo_gap_ev": 9.95, "homo_ev": -8.894, "smiles": "C=NN.Cl", "species": ["C", "N", "N", "Cl", "H", "H", "H", "H", "H"], "xyz": [[-1.24677, 0.92345, -0.06439], [-0.29742, -1.09595, -0.12902], [-0.23522, 0.18019, -0.32102], [3.28199, 0.04749, -0.01847], [-1.02956, 2.07433, -0.15994], [-2.22316, 0.64627, 0.52022], [2.24826, 0.68279, 0.24089], [0.44285, -1.73871, -0.37144], [-0.94097, -1.71987, 0.30319]], "forces_ev_per_angstrom": [[-0.300, 2.536, 1.375], [1.299, -3.902, -0.079], [-1.060, 1.548, -0.083], [1.267, -0.753, -0.265], [-0.663, -2.440, -0.005], [1.822, 0.055, -1.348], [-1.342, 0.703, 0.208], [0.807, 1.293, -0.504], [-1.831, 0.960, 0.702]], "mulliken_charge": [-0.333, -0.262, -0.216, -0.255, 0.211, 0.227, 0.248, 0.197, 0.184]}


7.
{"formula": "CH5ClN2", "method": "ωB97M-V/def2-TZVPD", "homo_lumo_gap_ev": 9.24, "homo_ev": -8.394, "species": ["C", "N", "N", "Cl", "H", "H", "H", "H", "H"], "xyz": [[-0.40351, 1.06999, -0.57442], [1.85793, -0.46408, -0.38647], [-1.38067, 0.35735, -0.08423], [-0.97610, 1.79422, -1.96127], [1.50111, -1.41280, 0.39963], [1.71448, 0.49600, -0.19003], [2.54681, -0.91901, -0.96763], [-2.32183, 0.29450, -0.53319], [-1.14540, -0.45818, 0.57190]], "forces_ev_per_angstrom": [[0.335, -0.282, 1.381], [-1.316, -6.738, 2.449], [-0.744, -2.760, 1.267], [-0.496, 1.427, -1.877], [1.458, 4.812, -3.014], [0.059, 0.423, 0.370], [0.189, 0.998, 0.135], [0.983, -0.032, 0.338], [-0.469, 2.152, -1.049]], "mulliken_charge": [-0.044, -0.601, -0.307, -0.175, 0.194, 0.300, 0.188, 0.213, 0.232]}


8.
{"formula": "CH5ClN3S", "method": "ωB97M-V/def2-TZVPD", "homo_lumo_gap_ev": [8.34, 5.93], "homo_ev": [-14.795, -14.021], "charge": 1, "species": ["C", "N", "N", "N", "S", "Cl", "H", "H", "H", "H", "H"], "xyz": [[-0.44375, 0.77079, 0.60109], [0.56948, 0.38020, 1.41861], [-0.63794, 0.39884, -0.67183], [0.34657, -0.37587, -1.35230], [-1.72358, 1.66536, 1.19980], [0.63947, -2.54352, -0.26213], [1.06498, -0.43944, 1.23958], [0.50037, 0.64057, 2.35723], [-1.67543, 0.19355, -1.00675], [0.15821, -0.84008, -2.18211], [1.20161, 0.14961, -1.34119]], "forces_ev_per_angstrom": [[0.644, -1.699, 0.992], [-1.927, 1.482, -2.668], [-1.445, -2.200, -2.179], [0.242, 1.788, 3.630], [-0.867, 1.043, 0.514], [0.048, 0.155, 0.059], [1.051, -1.729, -0.693], [-0.020, 0.778, 1.538], [2.875, 0.966, 1.057], [-1.193, -0.530, -1.937], [0.591, -0.053, -0.314]], "mulliken_charge": [0.569, -0.279, 0.019, -0.553, -0.018, -0.128, 0.194, 0.239, 0.359, 0.320, 0.280]}


9.
{"formula": "CH5ClNOS2", "method": "ωB97M-V/def2-TZVPD", "homo_lumo_gap_ev": 9.00, "homo_ev": -14.124, "charge": 1, "species": ["C", "N", "O", "S", "S", "Cl", "H", "H", "H", "H", "H"], "xyz": [[0.77744, 0.55559, 0.26979], [-1.06830, -1.38381, -0.21243], [1.07726, 0.99521, -0.86960], [1.74236, -0.47874, 1.20478], [-0.53340, 1.43148, 1.21073], [-1.07776, 2.90175, 0.01993], [-1.87474, -1.58144, 0.50663], [-0.62566, -2.31217, -0.24567], [-1.61738, -1.20977, -1.01680], [0.75449, 1.93178, -1.10059], [2.44571, -0.84989, 0.23324]], "forces_ev_per_angstrom": [[-1.934, 2.240, 1.989], [-1.502, -1.169, 3.146], [0.703, 0.883, -1.598], [-1.729, 0.524, 2.035], [1.208, -1.461, 0.325], [0.144, 0.291, -0.645], [2.039, 0.706, -1.345], [-0.263, 0.497, -0.593], [-0.270, -0.149, -1.446], [-0.117, -1.507, 0.425], [1.722, -0.855, -2.294]], "mulliken_charge": [0.567, -0.730, -0.301, -0.013, 0.164, -0.099, 0.296, 0.279, 0.258, 0.380, 0.201]}


10.
{"formula": "CH5ClO4V", "method": "ωB97M-V/def2-TZVPD", "homo_lumo_gap_ev": [8.31, 8.18], "spin_multiplicity": 4, "homo_ev": [-8.679, -8.860], "species": ["V", "C", "H", "H", "H", "H", "H", "O", "Cl", "O", "O", "O"], "xyz": [[-0.22572, 0.32408, -1.07098], [1.20904, -0.32925, -2.50964], [2.22926, 0.05077, -2.62770], [1.14036, -1.42587, -2.62037], [0.48027, 0.18627, -3.16521], [-2.29016, 1.02768, -1.29682], [-2.37456, 0.29468, -1.30269], [0.27359, -0.02358, 2.51963], [0.99162, -0.14855, 1.29356], [2.36218, -0.53496, 1.47857], [0.29324, -1.14115, 0.39724], [0.91407, 1.16908, 0.52400]], "forces_ev_per_angstrom": [[1.765, -0.737, -0.054], [-0.953, 0.287, 1.089], [-0.405, -0.086, -0.065], [0.065, 0.503, -0.147], [0.402, -0.150, -0.977], [-0.035, 0.693, -0.007], [-0.260, -0.653, 0.094], [0.366, -0.007, -0.635], [0.944, -0.063, 0.401], [-1.482, 0.480, -0.278], [0.006, 1.163, 0.314], [-0.414, -1.431, 0.266]], "mulliken_spin": [3.085, -0.143, 0.014, 0.013, -0.001, 0.019, 0.021, 0.005, -0.025, 0.005, 0.001, 0.004]}


What did we get for electronic energy? Answer: -689.96769; -366.94897; -2669.53097; -2724.43119; -1810.45633; -610.72833; -610.67627; -1063.35814; -1427.35057; -1745.86196 a.u., in the order shown.
What did we get for energy relative to the best compared isomer or geometry (same formula, charge and spin)? Answer: 0.0000; 1.0860; 1.2917; 3.4109; 2.9120; 1.7201; 3.1369; 0.9338; 0.9764; 0.3076 eV, in the order shown.